Entry 1:
This record from OMol25 describes a single C4H9NO2 molecule in a non-equilibrium geometry. The level of theory is ωB97M-V/def2-TZVPD.

Calculated values
HOMO energy (eV): -8.7297
E_LUMO (eV): 0.73
E_tot (a.u.): -362.94516
2S+1: 1
SMILES: CC[N@H+]([O-])C(C)=O

Last column: Löwdin charge in e.
Geometry (Å):
C -1.77348 -1.18814 -0.50186  -0.0925
C -1.16653 -0.29008 0.54782  -0.1185
N 0.46358 -0.32765 0.68417  -0.2574
O 0.89228 0.11778 1.82758  -0.1963
C 1.04139 0.31265 -0.54233  -0.3976
C 1.82423 1.52841 -0.21848  0.0100
O 0.85500 -0.19599 -1.60923  0.1246
H -2.84911 -1.01700 -0.55019  0.0820
H -1.59982 -2.23665 -0.26474  0.0785
H -1.35578 -0.97853 -1.48552  0.0650
H -1.36859 0.76546 0.35767  0.1184
H -1.50187 -0.52838 1.55944  0.1186
H 0.43534 -1.37075 0.54681  0.1801
H 1.42700 1.96387 0.70217  0.0872
H 2.84978 1.23053 0.00871  0.1052
H 1.82659 2.21447 -1.06200  0.0928

Forces on atoms 1 to 6 (eV/Å):
0.416 0.031 -0.162
0.596 1.329 0.206
-3.063 -1.858 -1.019
0.373 0.135 0.798
0.141 -0.244 -0.149
-0.085 0.335 0.171

=====

Entry 2:
This record from OMol25 describes C45H60Br4N3O4PbSe as an isolated structure. The level of theory is ωB97M-V/def2-TZVPD.

Calculated values
HOMO energy (eV): -4.5349
Charge: -1
E_LUMO (eV): 2.20
E_tot (a.u.): -15106.53106
2S+1: 1

Last column: Löwdin charge in e.
Geometry (Å):
Pb -0.53838 0.22260 -0.26974  1.4829
C 0.37120 3.65736 6.95788  -0.0497
C 1.41132 2.63206 6.48340  -0.5593
C 2.81867 3.18829 6.74310  -0.0530
C 1.24068 1.36218 7.31757  -0.0657
C 1.22064 2.36822 4.99172  -0.1878
C 0.91020 1.12635 4.47213  -0.0875
C 0.68973 0.94459 3.10923  -0.4081
Se 0.20094 -0.79944 2.48341  1.1054
C -1.67910 -0.76308 2.90666  -0.4129
C -2.09223 -0.44569 4.18841  -0.0741
C -3.44090 -0.35085 4.49304  -0.1932
C -4.33092 -0.53069 3.43296  -0.0233
C -3.96208 -0.81743 2.12559  -0.0913
C -2.57612 -1.04016 1.84282  -0.4445
O -2.12093 -1.42822 0.69007  -0.3381
C -5.08948 -0.83487 1.07332  -0.5227
C -4.63730 -0.91387 -0.39011  -0.0600
C -6.01561 -2.02785 1.34586  -0.0507
C -5.89499 0.47208 1.19261  -0.0507
C -3.96124 -0.02724 5.89294  -0.5532
C -4.71299 1.31142 5.87450  -0.0530
C -4.91776 -1.13164 6.36116  -0.0528
C -2.82505 0.08534 6.91083  -0.0684
C 0.81846 2.00009 2.17780  -0.3930
O 0.61540 1.84557 0.90257  -0.3057
C 1.20566 3.27749 2.70758  -0.0845
C 1.36644 3.41517 4.07289  0.0047
C 1.46854 4.45112 1.75843  -0.5236
C 1.89228 5.71209 2.51486  -0.0780
C 2.60658 4.08713 0.79049  -0.0351
C 0.20325 4.80227 0.96272  -0.0399
H 0.49497 3.86675 8.02467  0.0795
H -0.64065 3.27847 6.79569  0.0792
H 0.46645 4.59922 6.41473  0.0751
H 2.96979 3.36670 7.81186  0.0784
H 2.97791 4.13193 6.21918  0.0735
H 3.57806 2.48361 6.39900  0.0894
H 1.37340 1.59843 8.37610  0.0819
H 1.97831 0.60357 7.04773  0.0882
H 0.24557 0.92903 7.19341  0.0675
H 0.82545 0.26358 5.11990  0.0872
H -1.34182 -0.27195 4.94723  0.0812
H -5.39058 -0.41883 3.64162  0.0980
H -4.10027 -1.83179 -0.60912  0.0787
H -3.98541 -0.07901 -0.64547  0.0695
H -5.53130 -0.86012 -1.02187  0.0797
H -5.46544 -2.96567 1.24480  0.0887
H -6.84483 -2.03768 0.63176  0.0786
H -6.43400 -1.98978 2.35416  0.0730
H -5.23732 1.33113 1.03728  0.0795
H -6.37625 0.58153 2.16579  0.0691
H -6.67803 0.49761 0.42922  0.0797
H -5.54964 1.28704 5.17321  0.0767
H -4.04342 2.11989 5.57390  0.0754
H -5.10877 1.54598 6.86736  0.0801
H -5.78372 -1.21609 5.70246  0.0739
H -5.28157 -0.92141 7.37130  0.0782
H -4.41019 -2.09823 6.36977  0.0893
H -2.14568 0.90404 6.66107  0.0682
H -2.24163 -0.83627 6.96359  0.0901
H -3.23667 0.28306 7.90362  0.0829
H 1.63743 4.39017 4.46060  0.0878
H 2.81539 5.55834 3.07856  0.0838
H 1.11736 6.05254 3.20737  0.0810
H 2.07198 6.51399 1.79483  0.0807
H 3.52114 3.86684 1.34661  0.0902
H 2.80974 4.92872 0.12090  0.0805
H 2.35028 3.21539 0.19375  0.0757
H -0.58793 5.13053 1.64400  0.0687
H -0.14615 3.94187 0.39962  0.0711
H 0.41531 5.62262 0.26792  0.0875
C -2.16698 1.03807 -3.82738  -0.0290
C -0.68010 1.05301 -4.04994  -0.3315
C -0.10903 1.56695 -5.23404  -0.0239
C 1.24648 1.54299 -5.38788  -0.0375
C 2.06929 1.00368 -4.37369  -0.1991
C 3.48018 0.94464 -4.42323  -0.6424
Br 4.42361 1.61003 -5.93844  0.7109
C 4.18875 0.41885 -3.38104  -0.1911
C 3.53509 -0.07835 -2.24980  -0.6051
Br 4.57973 -0.79464 -0.84358  0.7392
C 2.14423 -0.08805 -2.10084  -0.4453
O 1.55333 -0.57695 -1.07721  -0.2941
C 1.41424 0.49624 -3.22573  -0.1364
N 0.06756 0.54676 -3.09953  0.0995
H -2.69193 1.63483 -4.57344  0.0736
H -2.41015 1.41961 -2.83326  0.0500
H -2.54172 0.01339 -3.87490  0.0859
H -0.74747 1.97890 -6.00540  0.1043
H 1.70663 1.93824 -6.28397  0.0713
H 5.26860 0.38080 -3.42261  0.0878
Br 1.54732 -4.02443 0.08369  0.5707
C -0.25121 -3.80905 -0.56244  -1.0582
Br -0.33443 -3.39598 -2.44648  0.5669
H -0.74102 -3.01370 -0.01157  -0.0449
H -0.76948 -4.74687 -0.41780  -0.0089
C -2.23460 4.34607 -1.75337  -0.0352
N -2.77012 4.44112 -0.41254  -0.0859
C -3.07318 5.77658 0.05810  -0.1751
C -3.98785 5.71004 1.26335  -0.1508
C -3.35646 4.80485 2.30014  -0.1680
N -3.04163 3.51561 1.72110  -0.0604
C -2.82020 2.43380 2.66590  -0.0089
C -2.74048 3.33756 0.40479  -0.4881
O -2.44888 2.22596 -0.04393  -0.0922
H -3.00656 4.55222 -2.50106  0.0915
H -1.84102 3.34785 -1.91569  0.0662
H -1.42277 5.06867 -1.88110  0.0916
H -3.55083 6.32170 -0.76050  0.1209
H -2.14803 6.31335 0.30950  0.1147
H -4.95599 5.30155 0.96371  0.1214
H -4.14981 6.70659 1.67537  0.1144
H -4.03826 4.63401 3.13666  0.1231
H -2.45215 5.27209 2.71404  0.1160
H -3.73566 2.22624 3.22352  0.0818
H -2.01913 2.70031 3.36508  0.1067
H -2.53121 1.53202 2.13680  0.0729

Forces on atoms 1 to 6 (eV/Å):
0.073 0.072 -0.231
-0.005 0.003 0.013
0.017 0.010 0.002
0.000 0.002 0.009
-0.001 -0.018 -0.002
0.004 0.003 0.017

=====

Entry 3:
This record from OMol25 describes C20H19B11Br7F4NaO3PS as an isolated structure. The level of theory is ωB97M-V/def2-TZVPD.

Calculated values
HOMO energy (eV): -11.2340
Charge: +1
E_LUMO (eV): -3.97
E_tot (a.u.): -20592.31265
2S+1: 1

Last column: Löwdin charge in e.
Geometry (Å):
Na 1.82211 1.60182 1.20297  0.1335
Br 2.41492 -0.86789 0.02523  0.9338
B 3.73358 -0.15997 -1.28360  -0.8276
B 4.87502 -1.26485 -2.04252  -0.2550
C 6.19302 -0.26441 -2.39857  0.0532
B 5.44526 -0.02122 -0.89683  -0.2415
B 6.09242 1.33794 -1.85025  -0.2485
B 5.92522 0.93430 -3.57423  -0.2369
B 5.17334 -0.67528 -3.69425  -0.2401
B 3.54979 -0.58153 -2.99723  -0.8824
Br 2.07449 -1.68954 -3.63920  0.9036
B 4.20018 0.78309 -3.95846  -0.9035
Br 3.45535 1.25117 -5.68813  0.8736
B 4.77135 2.03947 -2.80919  -0.9083
Br 4.68547 3.93248 -3.22801  0.8733
B 4.47449 1.43659 -1.15487  -0.8353
Br 4.12315 2.74568 0.29017  0.9258
B 3.29660 1.09650 -2.45006  -0.9349
Br 1.52930 1.92988 -2.50166  0.8306
H 5.00057 -2.40523 -1.77252  0.1674
H 7.17011 -0.72290 -2.38795  0.1910
H 5.94945 -0.33681 0.12102  0.1667
H 7.03429 1.92571 -1.45657  0.1688
H 6.77206 1.24950 -4.32889  0.1695
H 5.51827 -1.43378 -4.52629  0.1689
F -4.57851 5.45483 1.09773  0.1881
C -4.14035 4.21922 1.13893  -0.1141
C -4.93730 3.21524 1.65367  -0.1249
F -6.14759 3.48310 2.10398  0.1699
C -4.45771 1.91462 1.68274  -0.1907
F -5.28836 0.97888 2.13541  0.1207
C -3.18191 1.59119 1.23609  -0.1962
P -2.52839 -0.08270 1.31417  1.0217
C -3.37143 -1.16284 2.43541  -0.2967
C -3.76886 -0.73643 3.70768  -0.0787
C -4.35334 -1.63853 4.57423  -0.0318
C -4.54009 -2.96015 4.18264  -0.0294
C -4.14222 -3.38827 2.92393  -0.0442
C -3.55653 -2.49342 2.04376  -0.0576
C -2.42408 -0.78545 -0.30002  -0.3281
C -3.63299 -0.95374 -0.98503  -0.0682
C -3.60658 -1.46547 -2.26839  -0.0438
C -2.39173 -1.79426 -2.86429  -0.0219
C -1.19624 -1.61883 -2.18361  -0.0431
C -1.20829 -1.11142 -0.89317  -0.0793
C -2.40744 2.61613 0.65075  -0.4987
Br -0.80689 2.30134 -0.31346  0.9575
C -2.88356 3.90969 0.62554  -0.2524
F -2.17932 4.88771 0.08499  0.1205
H -3.61481 0.28584 4.02245  0.1150
H -4.66486 -1.31220 5.55645  0.1230
H -5.00196 -3.66048 4.86549  0.1210
H -4.29259 -4.41539 2.62239  0.1194
H -3.25272 -2.82547 1.06031  0.1139
H -4.57992 -0.69225 -0.52520  0.1222
H -4.53220 -1.60074 -2.81032  0.1182
H -2.38181 -2.18035 -3.87454  0.1223
H -0.24664 -1.84737 -2.64845  0.0146
H -0.27236 -0.94404 -0.37798  0.0368
C 0.09659 -1.78168 3.23568  -0.0728
S -0.21563 -0.05924 3.22883  0.6177
O -1.08075 0.32936 4.28222  -0.2161
O 1.00084 0.65580 3.00033  -0.2894
O -1.00629 0.13925 1.81271  -0.4137
H 0.67409 -1.96932 4.14064  0.1009
H 0.67555 -2.03379 2.34940  0.0662
H -0.85461 -2.30906 3.27582  0.0769

Forces on atoms 1 to 6 (eV/Å):
0.108 0.246 -0.237
0.093 -0.058 0.094
-0.092 -0.141 0.016
0.013 0.047 0.006
0.114 -0.036 0.001
-0.036 0.046 -0.051

=====

Entry 4:
This record from OMol25 describes a 3-piece molecular cluster, C4H12NO2 overall in a non-equilibrium geometry. The level of theory is ωB97M-V/def2-TZVPD.

Calculated values
HOMO energy (eV): -3.5166
Charge: -1
E_LUMO (eV): 3.23
E_tot (a.u.): -364.68290
2S+1: 1

Last column: Löwdin charge in e.
Geometry (Å):
C 0.35871 2.87335 -1.00256  -0.2306
N -0.74672 2.00568 -0.67678  -0.0656
C -0.32610 0.82587 -0.19088  -0.3760
C -1.21947 0.05153 0.73619  -0.1871
C -0.45555 -1.17079 1.31898  -0.4824
O -0.44558 -2.22980 0.47430  -0.3154
H -0.00985 3.82525 -1.38550  0.0535
H 1.00789 2.46200 -1.79423  0.0651
H 1.06274 2.99394 -0.15526  0.0542
H 0.85867 1.10354 0.25049  0.0217
H 1.69160 1.01022 0.40098  0.1802
H -0.11042 0.07592 -0.97524  0.1411
H -1.73614 0.70423 1.45161  0.0944
H -2.03127 -0.35549 0.12257  0.1103
H 0.56224 -0.74710 1.53802  0.0781
H -0.82384 -1.42929 2.32746  0.0796
H 0.95754 -2.12120 -0.18490  -0.0329
H 1.80785 -1.84124 -1.46834  -0.0119
O 1.91662 -2.16011 -0.56504  -0.1763

Forces on atoms 1 to 6 (eV/Å):
-0.343 -0.543 -2.136
1.690 0.730 3.138
-5.624 -1.082 -3.404
-0.482 0.245 0.493
0.403 0.173 0.113
0.398 0.323 -0.272

=====

Entry 5:
This record from OMol25 describes a 7-piece molecular cluster, C13H35N3O9Si overall in a non-equilibrium geometry. The level of theory is ωB97M-V/def2-TZVPD.

Calculated values
HOMO energy (eV): -8.8551
E_LUMO (eV): -0.79
E_tot (a.u.): -1647.18332
2S+1: 1
SMILES: C[Si](C)(C)OCCC1=CC(=O)C(CC(N)(N)N)=CC1=O.O.O.O.O.O.O

Last column: Löwdin charge in e.
Geometry (Å):
C -4.71031 3.26230 -1.34007  -0.1938
Si -3.25109 2.01637 -1.61784  0.4815
C -4.04021 0.39539 -2.25235  -0.1818
C -2.51427 1.66641 0.10934  -0.1992
O -2.17222 2.78699 -2.73021  -0.2746
C -0.81404 2.29095 -2.62009  -0.2433
C -0.56101 0.87930 -3.39739  -0.0984
C 0.50851 0.07931 -2.51725  -0.1171
C 1.71102 0.67388 -2.02475  0.0440
C 2.62723 -0.27390 -1.11844  -0.2758
O 3.86626 -0.22995 -1.13587  0.0625
C 1.79667 -1.25001 -0.15026  -0.1072
C 2.25949 -1.52694 1.36472  -0.0475
C 1.41577 -0.46303 2.26789  -0.5732
N 2.30710 0.32617 3.18043  0.0576
N 0.69050 0.54436 1.40959  0.0562
N 0.32304 -1.16703 3.02135  0.0753
C 0.60717 -1.84503 -0.64356  0.0565
C 0.24638 -1.46001 -2.15263  -0.2775
O -0.16243 -2.26671 -3.00352  0.0509
H -5.24034 3.08390 -0.35440  0.0361
H -5.39706 3.28459 -2.24280  0.0384
H -4.21716 4.30090 -1.29294  0.0416
H -3.82494 0.14224 -3.33632  0.0378
H -3.75588 -0.46519 -1.54655  0.0440
H -5.18300 0.48572 -2.16051  0.0466
H -3.38701 1.66468 0.85621  0.0483
H -1.78692 2.45759 0.47565  0.0456
H -2.05681 0.61633 0.18913  0.0419
H -0.41133 2.26378 -1.55514  0.1003
H -0.15476 3.05067 -3.17791  0.1311
H -0.03850 1.09886 -4.39255  0.1201
H -1.51333 0.30346 -3.59372  0.1007
H 1.99003 1.75390 -2.26359  0.1329
H 3.37475 -1.30723 1.41487  0.0932
H 2.05961 -2.60173 1.68287  0.1221
H 2.94358 0.83279 2.54149  0.0784
H 1.69039 1.07215 3.55186  0.0814
H 1.33212 1.27321 1.08446  0.0817
H -0.10733 0.93438 1.92808  0.0365
H 0.55405 -2.16009 3.13431  0.0637
H -0.51909 -1.09157 2.42485  0.0713
H -0.06108 -2.51918 -0.02613  0.1263
O 2.59505 -2.75919 4.66757  -0.0727
H 3.41703 -2.83904 5.16474  0.0483
H 2.57274 -1.82590 4.40174  0.0166
O 4.72607 -1.85423 3.27421  -0.0744
H 5.43015 -1.69840 2.63214  0.0535
H 4.67022 -2.81606 3.33114  0.0432
O -2.35235 1.97800 -5.43783  -0.0570
H -1.80682 2.27079 -6.17726  0.0450
H -2.20111 2.64415 -4.75533  0.0102
O 2.55417 -1.34719 -4.30794  -0.0458
H 2.45483 -0.65435 -4.97056  0.0417
H 1.66107 -1.70335 -4.20513  0.0109
O -1.68686 0.88200 3.38759  -0.0747
H -1.64431 0.33690 4.18339  0.0453
H -2.36158 1.54152 3.59000  0.0478
O 1.58227 -5.30513 5.66647  -0.0728
H 2.40246 -5.38930 6.16458  0.0264
H 1.56344 -4.37418 5.40018  -0.0068

Forces on atoms 1 to 6 (eV/Å):
0.943 0.964 -0.415
-1.347 0.570 0.151
-0.659 -0.742 0.151
0.104 -0.453 0.809
0.418 -1.401 1.524
1.159 0.380 -1.429

=====

Entry 6:
This record from OMol25 describes a 2-piece molecular cluster, C5H10N4O2 overall in a non-equilibrium geometry. The level of theory is ωB97M-V/def2-TZVPD.

Calculated values
HOMO energy (eV): -20.8956
Charge: +2
E_LUMO (eV): -10.75
E_tot (a.u.): -565.21380
2S+1: 1

Last column: Löwdin charge in e.
Geometry (Å):
C 1.86460 0.68858 -0.36332  -0.2937
C -0.23146 -0.33129 0.09696  0.1406
C 0.61342 -2.68016 -0.11009  0.1069
C 0.17004 1.55487 1.39137  0.1018
C -0.15765 1.97802 -0.98269  0.0818
N -4.47274 -2.25689 0.09091  0.0774
N -3.48100 -1.81568 -0.07889  -0.0074
N 0.59540 -1.27750 -0.27162  0.0447
N 0.30614 0.99080 0.00879  -0.1401
O 2.69298 1.48942 -0.52728  0.3454
O 1.84739 -0.65066 -0.57660  0.2104
H -1.13841 -0.54325 0.44037  0.1194
H 1.36799 -3.16299 0.49685  0.1523
H -0.37334 -2.88076 0.17640  0.1103
H 0.87386 -3.02874 -1.14261  0.1691
H -0.89254 1.53136 1.65450  0.1586
H 0.85237 1.21103 2.02549  0.0951
H 0.41226 2.53506 1.40711  0.1045
H 0.59589 2.58510 -1.44480  0.1262
H -0.63179 1.48247 -1.91700  0.1767
H -0.81340 2.58122 -0.37384  0.1200

Forces on atoms 1 to 6 (eV/Å):
-0.893 0.216 -0.237
4.143 -1.011 -2.727
0.900 -1.214 -2.794
-3.336 -0.146 -1.622
-2.695 -0.456 -2.451
1.306 0.591 -0.269

=====

Question: Look up the E_tot of the fifth one.
Answer: -1647.18332 a.u.

=====

Question: E_LUMO of number 3 (C20H19B11Br7F4NaO3PS)?
Answer: -3.97 eV